C33H38N6OReS3Te | ωB97M-V/def2-TZVPD

```
! RIJCOSX wB97M-V def2-TZVPD def2/J DEFGRID3
* xyz -1 1
Re 0.008 0.352 0.737
C -0.047 -3.010 0.220
N -0.724 -2.064 1.105
C -0.546 -2.450 2.506
C -2.160 -2.055 0.759
C -2.838 -0.763 1.133
C -4.217 -0.721 1.283
C -4.852 0.480 1.538
C -4.095 1.628 1.689
C -2.722 1.577 1.532
C -2.055 0.395 1.211
H -0.524 -3.998 0.275
H 1.005 -3.115 0.476
H -0.114 -2.645 -0.805
H -0.751 -3.519 2.647
H -1.224 -1.869 3.125
H 0.469 -2.238 2.837
H -2.664 -2.917 1.220
H -2.234 -2.163 -0.329
H -4.794 -1.632 1.176
H -5.930 0.519 1.605
H -4.570 2.572 1.915
H -2.152 2.493 1.631
S -1.613 2.217 -3.134
C -0.855 1.623 -1.802
S -0.553 -0.077 -1.569
S -0.302 2.538 -0.466
C 4.521 1.120 0.591
C 3.126 1.704 0.514
O 2.893 2.888 0.559
N 2.149 0.755 0.343
Te 2.662 -0.772 -2.423
C 3.526 -2.053 -3.940
C 3.246 -3.416 -3.989
C 2.373 -4.108 -2.982
C 3.789 -4.198 -5.004
C 4.606 -3.657 -5.979
C 5.175 -4.495 -7.086
C 4.908 -2.306 -5.900
C 4.388 -1.507 -4.895
C 4.789 -0.067 -4.838
C 1.788 0.567 -3.848
C 0.878 0.086 -4.786
C 0.539 -1.368 -4.879
C 0.275 0.975 -5.665
C 0.537 2.333 -5.614
C -0.186 3.300 -6.504
C 1.453 2.790 -4.680
C 2.080 1.929 -3.790
C 3.040 2.506 -2.801
H 5.161 1.780 1.169
H 4.914 1.037 -0.422
H 4.499 0.127 1.030
H 2.035 -3.415 -2.214
H 2.925 -4.913 -2.501
H 1.501 -4.543 -3.470
H 3.555 -5.254 -5.033
H 4.789 -5.512 -7.044
H 6.263 -4.530 -7.015
H 4.921 -4.071 -8.058
H 5.565 -1.872 -6.641
H 5.609 0.137 -5.523
H 5.105 0.184 -3.824
H 3.950 0.577 -5.099
H 0.453 -1.796 -3.879
H 1.325 -1.905 -5.414
H -0.404 -1.505 -5.404
H -0.440 0.600 -6.385
H -0.708 2.776 -7.304
H 0.502 4.027 -6.937
H -0.925 3.840 -5.911
H 1.664 3.850 -4.624
H 3.473 3.427 -3.181
H 3.845 1.803 -2.581
H 2.523 2.735 -1.871
N 2.731 -1.352 1.256
C 2.021 -0.402 0.872
H 2.317 -2.112 1.781
N 0.311 0.791 2.703
C 0.060 1.071 3.820
N 0.042 1.314 5.035
C -0.828 1.529 5.951
N -1.521 1.702 6.859
*
```

Gap between HOMO and LUMO (spin up / spin down) = 4.907 / 4.908 eV
Molar mass = 944.72 g/mol
LUMO energy (spin up / spin down) = 0.35 / 0.35 eV
Energy above the lowest of the compared OMol25 structures with the same formula, charge and spin = 255.2 kJ/mol